(1)
Here is the molecule C16H14BNO4S from the Open Molecules 2025 dataset. Energies are from the ωB97M-V functional and the def2-TZVPD basis.

```
37
Properties=species:S:1:pos:R:3:forces:R:3
O -0.520 -2.681 -1.888 1.378 -0.102 1.519
S 0.448 -1.738 -1.331 1.178 0.962 -1.532
O 1.421 -1.225 -2.269 -0.854 0.353 0.132
N -0.506 -0.557 -0.540 1.264 -2.290 -0.493
C -1.423 0.168 -1.311 -1.357 1.813 -0.710
C -2.036 -0.160 -2.528 0.993 0.168 0.970
C -2.992 0.670 -3.073 -0.817 -0.302 0.416
C -3.353 1.825 -2.460 1.212 0.427 1.778
C -2.748 2.173 -1.212 -2.421 0.972 -0.453
B -3.440 3.078 -0.099 0.648 1.388 0.063
O -2.644 4.025 0.594 -1.390 -0.610 -0.449
O -4.769 2.870 0.216 0.677 0.200 0.206
C -1.852 1.343 -0.646 1.175 -1.054 0.023
C 1.516 -2.043 0.103 -0.946 -3.102 1.492
C 1.498 -3.380 0.633 -0.852 3.684 -1.139
C 2.107 -3.574 1.874 -0.725 -1.471 -0.407
C 2.857 -2.657 2.478 1.038 3.329 -0.830
C 3.009 -1.308 1.924 -0.229 0.145 0.022
C 3.805 -0.218 2.481 -1.237 -0.327 0.158
C 3.786 1.034 1.893 -1.046 -0.429 -0.350
C 2.911 1.368 0.816 0.567 -1.765 0.756
C 2.134 0.364 0.345 0.525 0.149 -0.375
C 2.208 -0.968 0.783 0.123 -1.250 -0.046
H -1.021 -1.305 -0.097 -0.809 0.228 1.227
H -1.834 -1.033 -3.093 0.453 -0.918 0.045
H -3.678 0.240 -3.776 0.257 0.128 -1.044
H -4.102 2.431 -2.872 -1.085 0.775 -0.421
H -3.096 4.602 1.246 0.173 -0.805 -0.572
H -5.084 2.041 -0.158 -0.091 0.166 -0.139
H -1.543 1.621 0.365 0.510 -0.592 -0.303
H 0.815 -4.080 0.163 0.340 -0.232 0.073
H 1.911 -4.476 2.413 0.126 -0.701 0.007
H 3.362 -2.898 3.368 0.486 -0.134 1.111
H 4.190 -0.315 3.510 0.363 -0.182 -0.842
H 4.309 1.856 2.287 0.926 0.630 0.844
H 2.839 2.316 0.327 0.233 0.567 0.217
H 1.516 0.590 -0.468 -0.785 0.182 -0.953
```
Positions in Å, forces in eV/Å.

Properties
Orbital gap in eV: 8.59
Total charge: 0


(2)
Here is a cluster of 2 separate species, C3H9NS2 in total from the Open Molecules 2025 dataset. Energies are from the ωB97M-V functional and the def2-TZVPD basis.

```
15
Properties=species:S:1:pos:R:3:forces:R:3
C 0.849 -1.614 -0.777 1.014 -2.806 -0.880
S 2.163 -0.448 -1.051 0.606 0.920 0.446
S 3.214 -0.449 0.746 1.363 -1.950 -1.794
H 0.451 -1.466 0.222 -0.051 -0.511 0.053
H 1.271 -2.752 -0.996 -1.499 2.924 0.837
H 0.099 -1.330 -1.524 0.036 -0.417 0.026
H 2.483 0.329 1.418 -1.508 1.799 1.304
C -0.654 0.883 1.156 3.501 0.616 4.100
C -1.210 1.365 -0.008 -4.147 -3.877 -3.299
N -2.099 0.545 -0.745 3.228 2.236 2.909
H 0.385 0.431 1.539 -2.491 0.251 -1.710
H -0.863 1.619 2.010 -0.085 -0.746 -1.158
H -1.159 2.376 -0.290 -0.123 1.403 -0.284
H -2.049 -0.430 -0.406 -0.788 0.655 -0.667
H -2.880 0.941 -1.294 0.942 -0.496 0.117
```
Positions in Å, forces in eV/Å.

Properties
Orbital gap (spin up / spin down) in eV: 6.42 / 5.51
Total charge: +1
2S+1: 2
<S²>: 0.7587


(3)
Here is the molecule C3H7N from the Open Molecules 2025 dataset. Energies are from the ωB97M-V functional and the def2-TZVPD basis.

```
11
Properties=species:S:1:pos:R:3:forces:R:3
C 1.118 0.280 1.248 0.967 -0.451 0.701
N 0.731 -0.503 0.318 0.239 2.300 -0.742
C -0.290 0.460 -0.282 -2.470 -1.966 -0.644
C -1.258 -0.367 -1.152 -0.572 -0.251 0.763
H 2.076 0.840 1.181 0.435 -0.925 0.742
H 0.528 0.454 2.172 -0.380 0.869 -0.510
H -0.947 1.017 0.401 0.544 0.166 0.416
H 0.214 1.163 -0.932 0.448 0.186 0.158
H -2.165 -0.670 -0.624 -0.119 0.494 0.391
H -1.609 0.159 -2.040 0.408 -0.262 -0.206
H -0.814 -1.340 -1.272 0.500 -0.158 -1.069
```
Positions in Å, forces in eV/Å.

Properties
Orbital gap in eV: 8.19
Total charge: 0


(4)
Here is a cluster of 2 separate species, C3H6BNO4 in total from the Open Molecules 2025 dataset. Energies are from the ωB97M-V functional and the def2-TZVPD basis.

```
15
Properties=species:S:1:pos:R:3:forces:R:3
O 0.618 -0.487 -1.850 2.917 1.320 -1.313
C 0.788 -0.044 -0.635 -1.183 0.028 -0.517
N -0.192 0.021 0.158 0.186 0.684 1.352
C 0.373 0.545 1.417 -1.603 2.218 -0.627
C 1.846 1.003 0.973 -0.709 1.767 2.244
O 2.006 0.422 -0.323 -0.357 0.033 0.209
H 0.053 -1.219 -1.891 -1.791 -1.648 -0.143
H 0.292 -0.247 2.094 0.808 -1.372 1.330
H -0.394 1.302 1.931 2.047 -0.848 -1.457
H 1.948 2.194 0.938 -0.126 -2.718 -0.126
H 2.572 0.570 1.715 -0.399 0.569 -1.102
O -2.159 -1.782 -2.553 0.792 -0.684 -1.591
B -2.525 -1.261 -1.540 -0.890 0.377 1.752
O -2.943 -0.780 -0.380 -2.393 -1.816 -1.685
H -2.282 -0.238 -0.055 2.700 2.088 1.674
```
Positions in Å, forces in eV/Å.

Properties
Orbital gap in eV: 10.41
Total charge: 0


(5)
Here is a structure of composition C30H54CdI2N2OS4SbSi3 from the Open Molecules 2025 dataset. Energies are from the ωB97M-V functional and the def2-TZVPD basis.

```
98
Properties=species:S:1:pos:R:3:forces:R:3
Cd 0.199 0.054 0.487 -0.274 0.092 0.205
C 5.728 -0.012 0.731 -0.072 -0.096 0.031
C 5.620 1.353 1.393 -0.117 0.003 -0.055
S 4.366 2.480 0.731 -0.047 0.037 0.033
C 4.952 2.762 -0.959 -0.078 -0.082 0.113
C 4.393 1.866 -2.082 -0.086 -0.034 -0.051
S 2.876 0.933 -1.674 0.044 -0.017 0.016
C 3.109 -0.396 -2.885 0.004 0.088 0.019
C 2.129 -1.549 -2.710 -0.094 -0.023 0.122
S 1.796 -2.164 -1.037 0.159 -0.005 0.012
C 3.321 -3.064 -0.622 -0.037 0.103 0.024
C 4.561 -2.242 -0.298 -0.007 0.071 0.063
S 4.260 -1.040 1.019 0.041 0.009 0.012
H 6.605 -0.527 1.125 0.046 0.036 -0.041
H 5.859 0.102 -0.349 0.011 0.010 0.005
H 6.585 1.858 1.339 0.020 -0.020 0.036
H 5.361 1.250 2.449 0.016 0.003 0.008
H 6.039 2.673 -0.944 0.016 0.081 -0.066
H 4.723 3.805 -1.171 -0.041 -0.002 0.009
H 5.134 1.118 -2.365 -0.006 -0.031 0.021
H 4.188 2.474 -2.963 0.098 0.006 -0.030
H 4.133 -0.751 -2.779 0.001 -0.010 -0.057
H 2.997 -0.006 -3.899 0.020 -0.033 -0.022
H 2.466 -2.393 -3.315 -0.054 -0.018 -0.027
H 1.143 -1.264 -3.073 -0.016 -0.022 -0.040
H 3.531 -3.729 -1.461 -0.020 -0.067 0.039
H 3.037 -3.682 0.231 0.017 -0.009 -0.001
H 4.902 -1.704 -1.182 0.013 -0.025 0.005
H 5.356 -2.930 -0.001 0.002 -0.036 -0.065
I 1.349 5.420 5.795 0.005 -0.058 -0.024
C 1.475 3.792 4.492 -0.002 0.071 0.059
C 1.909 2.557 4.955 -0.021 0.047 -0.032
C 1.957 1.490 4.080 0.020 -0.169 0.030
I 2.612 -0.373 4.766 -0.030 0.085 -0.026
C 1.564 1.588 2.728 -0.065 0.000 0.076
O 1.590 0.529 1.966 0.235 -0.012 -0.191
C 1.149 2.867 2.288 0.063 0.042 -0.040
C 0.745 3.085 0.858 0.055 0.003 0.053
N -0.505 2.358 0.503 0.158 0.041 0.072
C -1.605 2.621 1.444 -0.013 -0.008 -0.052
C -1.526 1.763 2.685 0.021 -0.014 -0.014
C -1.694 2.309 3.950 -0.029 -0.008 -0.001
C -1.591 1.482 5.054 0.004 0.009 0.008
C -1.321 0.135 4.863 -0.020 0.007 0.002
C -1.186 -0.327 3.569 -0.038 0.006 0.000
N -1.304 0.459 2.496 0.121 0.013 0.034
C 1.117 3.943 3.165 0.006 -0.021 -0.013
H 2.204 2.428 5.987 0.006 -0.002 0.001
H 0.615 4.158 0.688 -0.020 -0.005 0.007
H 1.531 2.726 0.188 -0.001 -0.004 -0.009
H -0.801 2.672 -0.414 0.030 -0.058 -0.050
H -1.630 3.675 1.738 0.011 0.007 -0.005
H -2.541 2.398 0.927 0.090 0.065 0.005
H -1.860 3.372 4.064 0.002 0.003 -0.003
H -1.693 1.890 6.051 0.000 -0.004 0.002
H -1.201 -0.541 5.697 0.004 -0.005 -0.003
H -0.962 -1.371 3.379 0.030 0.008 0.005
H 0.800 4.913 2.801 -0.001 0.000 -0.008
C -3.867 -2.245 1.776 0.030 0.004 -0.031
Si -4.110 -1.040 0.370 0.037 0.076 0.047
C -4.462 0.681 1.005 0.035 -0.025 0.011
C -5.542 -1.564 -0.709 0.049 -0.020 -0.017
Sb -1.875 -1.043 -0.967 -0.251 -0.206 -0.335
Si -2.282 0.446 -3.041 0.008 -0.008 0.011
C -3.817 -0.128 -3.937 0.037 -0.034 0.018
C -0.758 0.317 -4.116 -0.024 -0.009 0.004
C -2.498 2.237 -2.521 -0.007 -0.059 0.069
Si -1.901 -3.500 -1.849 0.007 -0.021 0.036
C -1.388 -4.534 -0.381 -0.007 0.017 -0.044
C -0.773 -3.779 -3.316 0.008 0.126 0.057
C -3.653 -3.916 -2.376 -0.003 0.056 0.030
H -4.664 -2.116 2.512 -0.013 -0.004 -0.001
H -2.914 -2.086 2.282 -0.039 -0.002 -0.001
H -3.903 -3.278 1.425 0.001 -0.002 -0.001
H -5.481 0.705 1.399 -0.010 -0.022 0.005
H -4.401 1.430 0.213 -0.043 -0.004 0.008
H -3.782 0.956 1.811 -0.099 -0.047 -0.037
H -6.463 -1.394 -0.145 0.001 0.015 0.017
H -5.504 -2.618 -0.972 -0.028 0.033 0.011
H -5.607 -0.983 -1.629 -0.022 0.002 0.003
H -3.804 -1.200 -4.138 -0.003 -0.004 -0.015
H -3.897 0.391 -4.895 0.008 0.015 0.001
H -4.714 0.103 -3.360 -0.008 -0.009 -0.015
H -0.645 -0.678 -4.549 0.020 -0.007 -0.002
H 0.144 0.558 -3.546 -0.035 0.054 -0.030
H -0.827 1.030 -4.942 -0.023 0.007 0.000
H -3.055 2.350 -1.589 0.000 0.012 -0.006
H -3.058 2.761 -3.299 0.010 0.011 -0.008
H -1.534 2.740 -2.427 0.013 -0.005 0.016
H -0.416 -4.216 -0.005 0.043 -0.005 0.014
H -1.312 -5.586 -0.670 -0.013 0.001 -0.009
H -2.115 -4.460 0.429 0.015 0.002 0.006
H 0.238 -4.007 -2.988 0.105 0.045 0.013
H -0.736 -2.929 -3.997 0.000 0.020 -0.035
H -1.151 -4.633 -3.882 0.004 -0.020 0.029
H -4.228 -4.326 -1.544 -0.004 0.019 0.004
H -3.616 -4.677 -3.158 0.019 -0.025 0.018
H -4.196 -3.060 -2.773 0.000 -0.024 -0.040
```
Positions in Å, forces in eV/Å.

Properties
Orbital gap in eV: 7.48
Total charge: +1


(6)
Here is a cluster of 2 separate species, FH3O3P in total from the Open Molecules 2025 dataset. Energies are from the ωB97M-V functional and the def2-TZVPD basis.

```
8
Properties=species:S:1:pos:R:3:forces:R:3
O 0.438 1.464 -0.281 0.526 -2.330 0.510
O 0.895 -0.533 1.370 -1.109 -1.113 -1.206
O 0.055 -0.965 -1.051 0.370 0.915 -0.542
F -2.352 0.087 0.564 4.359 -0.031 -0.504
P 0.065 0.025 0.165 -3.381 -0.060 -1.607
H 0.007 2.308 -0.155 -0.681 0.536 0.461
H 0.876 -1.556 1.481 0.005 1.928 -0.123
H 0.017 -0.829 -2.092 -0.089 0.155 3.012
```
Positions in Å, forces in eV/Å.

Properties
Orbital gap (spin up / spin down) in eV: 9.70 / 9.18
Total charge: +1


(7)
Here is a structure of composition C24H52BBr4F4N4O10 from the Open Molecules 2025 dataset. Energies are from the ωB97M-V functional and the def2-TZVPD basis.

```
99
Properties=species:S:1:pos:R:3:forces:R:3
B 0.879 0.429 0.601 -0.372 -0.037 1.935
F -0.451 0.849 0.397 1.922 -4.146 3.167
F 1.675 0.555 -0.496 0.274 0.516 -0.165
F 1.409 0.991 1.762 -1.183 1.558 -0.802
F 0.733 -0.902 0.897 0.638 1.280 -1.040
C -0.371 1.201 -3.038 -0.867 -0.211 -1.404
C -1.258 1.278 -1.748 0.352 2.915 -4.209
O -2.513 0.586 -1.949 -0.611 0.375 -0.180
C -3.646 1.205 -2.313 0.104 -1.147 -1.485
O -4.660 0.589 -2.522 0.155 0.534 0.601
O -3.414 2.471 -2.589 0.954 1.184 -0.324
C -4.378 3.357 -3.111 -1.980 0.119 1.005
H 0.578 1.730 -2.947 -2.770 -3.547 0.235
H -0.776 1.608 -3.964 -0.685 0.305 0.102
H -0.074 0.184 -3.296 0.247 1.669 -1.195
H -1.447 2.330 -1.531 -0.389 -0.258 -0.295
H -0.690 0.801 -0.950 -1.324 2.367 -2.337
H -5.303 2.862 -3.406 0.319 -0.491 -0.441
H -4.039 4.027 -3.902 0.593 -0.484 0.132
H -4.734 3.944 -2.265 0.279 0.466 -0.012
C -0.580 -1.795 3.741 -1.271 -2.865 -0.827
C -0.743 -2.157 2.269 0.095 0.383 1.205
O -1.087 -3.493 1.912 -1.467 -2.899 3.943
C -0.233 -4.511 2.045 0.405 0.151 2.636
O 0.864 -4.399 2.591 -1.522 -0.849 -0.471
O -0.849 -5.626 1.616 0.489 -0.003 -0.605
C -0.060 -6.809 1.309 0.168 -0.138 0.784
H -1.181 -2.463 4.358 -0.370 -0.221 -0.002
H -0.867 -0.790 4.050 0.050 -0.001 -0.595
H 0.456 -1.985 4.021 -2.311 -1.273 -0.770
H 0.107 -1.909 1.634 -0.799 -1.345 2.566
H -1.472 -1.541 1.742 0.637 -1.980 2.339
H -0.624 -7.700 1.585 -0.410 0.332 0.116
H 0.845 -6.799 1.917 0.010 0.087 -0.164
H 0.199 -6.884 0.253 -0.260 0.394 0.179
C -0.873 -3.120 -2.511 -0.741 -1.478 -0.128
O -1.141 -4.326 -2.465 0.416 0.988 -0.562
N -0.879 -2.319 -1.448 0.609 -0.513 -0.360
C -0.440 -0.956 -1.585 -0.630 -1.981 0.411
C -1.180 -2.892 -0.152 -0.816 0.743 -1.228
H -0.663 -2.566 -3.440 0.110 -0.223 -0.205
H -0.543 -0.543 -2.588 -0.789 -3.022 1.510
H 0.588 -0.728 -1.304 -0.290 -0.868 -0.342
H -1.094 -0.288 -1.026 0.883 -3.746 -0.351
H -1.977 -2.261 0.241 0.582 -1.544 -0.575
H -1.515 -3.929 -0.163 -0.043 0.283 -0.974
H -0.373 -2.910 0.581 -1.026 1.119 -3.430
C -2.320 1.294 2.365 -0.320 1.490 -0.145
O -2.789 2.353 2.786 0.324 -0.748 0.332
N -2.983 0.474 1.556 -0.957 0.574 -0.938
C -2.352 -0.525 0.708 -1.559 1.584 1.239
C -4.395 0.703 1.175 0.788 -0.243 0.916
H -1.276 0.983 2.525 -0.192 -0.040 0.391
H -2.880 -1.405 1.077 -0.275 -0.111 -1.046
H -1.285 -0.573 0.925 -1.615 0.263 -0.586
H -2.457 -0.219 -0.333 -0.961 -0.857 0.742
H -4.956 1.009 2.058 -0.013 -0.084 -0.053
H -4.551 1.464 0.410 0.263 -0.021 -0.148
H -4.708 -0.279 0.820 -0.497 0.266 -0.110
C 0.465 4.973 -0.213 -0.151 -0.589 0.686
O 1.272 5.856 -0.373 0.380 1.227 -0.690
N 0.720 3.833 0.427 0.622 1.140 1.355
C -0.333 2.878 0.595 0.348 1.956 -0.562
C 2.128 3.468 0.705 -0.980 0.227 0.034
H -0.554 4.946 -0.627 -0.262 0.559 0.034
H -0.177 2.250 1.472 0.055 1.597 -0.101
H -0.353 2.264 -0.305 0.430 2.295 0.960
H -1.332 3.312 0.645 0.088 0.515 0.293
H 2.321 2.597 0.079 0.388 0.415 0.808
H 2.752 4.315 0.422 -0.080 -0.185 -0.065
H 2.287 3.224 1.756 -0.111 0.023 -0.091
C 3.731 2.163 -1.608 0.923 -0.784 -0.461
O 4.947 2.167 -1.736 -0.260 0.256 0.009
N 2.877 2.944 -2.288 0.161 1.141 -1.182
C 1.442 2.948 -2.105 2.209 1.012 -0.262
C 3.241 3.847 -3.396 0.291 0.741 1.287
H 3.212 1.422 -0.980 0.615 0.478 -0.168
H 1.051 2.546 -3.040 1.748 3.727 0.203
H 1.172 3.993 -1.955 -0.385 -0.372 -0.136
H 1.162 2.254 -1.312 0.013 0.743 -0.570
H 4.315 3.970 -3.538 -0.059 -1.068 -0.414
H 2.601 3.659 -4.258 0.545 -0.463 -0.313
H 3.008 4.880 -3.138 -0.535 0.169 0.473
Br 2.240 -5.189 -0.051 0.433 0.724 -0.270
C 1.522 -3.349 0.061 2.143 0.423 0.341
C 2.645 -2.243 0.329 -1.091 -2.127 -1.836
Br 4.096 -2.501 -0.939 -0.333 -0.729 -1.367
H 0.883 -3.405 0.942 1.551 0.188 -0.903
H 0.950 -3.248 -0.861 0.683 0.206 0.275
H 3.118 -2.260 1.311 -0.910 -1.011 -0.591
H 2.260 -1.242 0.132 1.027 -1.318 -0.347
Br 4.779 -0.967 1.397 1.277 2.318 2.474
C 3.281 -0.366 2.555 0.606 -1.230 1.139
C 3.030 -1.381 3.692 0.757 0.680 -0.573
Br 1.534 -0.694 4.697 3.889 3.297 2.417
H 2.360 -0.366 1.973 1.659 -0.260 0.446
H 3.518 0.616 2.965 -0.044 -0.136 -0.306
H 3.836 -1.454 4.422 0.013 -0.215 -0.373
H 2.743 -2.338 3.258 -0.004 -0.140 0.363
```
Positions in Å, forces in eV/Å.

Properties
Orbital gap in eV: 8.42
Total charge: -1


(8)
Here is a cluster of 2 separate species, C5H9N3O in total from the Open Molecules 2025 dataset. Energies are from the ωB97M-V functional and the def2-TZVPD basis.

```
18
Properties=species:S:1:pos:R:3:forces:R:3
C 0.649 1.921 0.127 1.411 -3.593 -0.169
C -1.122 0.257 0.636 0.206 -1.027 -1.802
C -1.022 -0.651 -0.629 -1.135 -2.777 -2.317
C -0.499 -1.894 -1.154 -0.250 4.713 4.519
C 0.224 -2.786 -0.315 3.871 0.404 6.079
H 2.508 0.643 0.791 -4.385 1.772 -2.844
H 1.015 -0.363 -0.446 2.069 4.618 2.340
H 1.885 3.385 0.697 -3.458 -1.200 -1.428
H -0.951 2.372 0.811 -0.212 -2.043 -4.130
H -2.271 0.329 0.647 1.819 0.143 0.989
H -0.549 -0.156 1.635 -1.431 1.550 -2.643
H -1.845 -0.260 -1.308 1.614 -0.161 0.344
H -0.475 -2.234 -2.109 -1.251 -0.390 -3.098
H -0.457 -3.862 -0.216 2.770 2.328 -0.011
N 1.528 0.903 0.107 2.607 -7.023 -0.245
N 0.814 3.095 0.383 5.105 6.593 2.836
N -0.697 1.647 -0.141 -3.148 -0.663 6.258
O 1.265 -2.348 0.484 -6.201 -3.246 -4.679
```
Positions in Å, forces in eV/Å.

Properties
Orbital gap in eV: 8.04
Total charge: 0


Question: Among the records above, which one has the lowest total charge?
Answer: C24H52BBr4F4N4O10


Question: Which of these has the lowest total charge?
Answer: C24H52BBr4F4N4O10